Record 1
{
  "formula": "C15H13HgI2O3",
  "method": "wB97M-V/def2-TZVPD",
  "s_squared": 0.76,
  "spin_multiplicity": 2,
  "homo_ev": [-8.780, -9.048],
  "symbols": ["Hg", "O", "C", "C", "O", "O", "C", "C", "C", "C", "C", "C", "C", "C", "C", "C", "C", "C", "H", "H", "H", "H", "H", "H", "H", "H", "H", "H", "H", "I", "C", "I", "H", "H"],
  "xyz": [[-2.72676, -1.10055, -1.11006], [-0.20500, -0.88266, -1.20939], [0.12964, 0.34799, -0.55096], [-0.97640, 1.37199, -0.98322], [-0.69724, 2.54577, -1.03556], [-2.17712, 0.89883, -1.15759], [0.03415, 0.15161, 0.96314], [0.65543, -0.95149, 1.54493], [0.56825, -1.17814, 2.90849], [-0.13516, -0.29589, 3.71592], [-0.73822, 0.81541, 3.14994], [-0.65539, 1.03957, 1.78218], [1.50193, 0.83547, -0.97635], [2.17944, 1.78525, -0.22013], [3.42748, 2.23487, -0.61857], [4.01687, 1.73848, -1.77203], [3.34535, 0.79613, -2.53371], [2.09159, 0.34982, -2.13951], [0.47574, -1.53507, -1.01161], [1.23371, -1.64059, 0.93894], [1.05610, -2.04226, 3.34085], [-0.21005, -0.47610, 4.78049], [-1.27854, 1.51581, 3.77403], [-1.12429, 1.91673, 1.35314], [1.72513, 2.17917, 0.67962], [3.94452, 2.97692, -0.02364], [4.99356, 2.09043, -2.07893], [3.79447, 0.40850, -3.43914], [1.56520, -0.36369, -2.75911], [-5.75415, -1.15747, -1.17977], [-5.68745, -3.23415, -1.03714], [-2.44363, -3.73097, -1.10463], [-5.99471, -3.76959, -1.92315], [-5.93443, -3.64013, -0.06747]]
}

=====

Record 2
{
  "formula": "C24H48O27S6",
  "method": "wB97M-V/def2-TZVPD",
  "e_above_lowest_ev": 0.000,
  "homo_ev": -9.585,
  "symbols": ["C", "C", "C", "O", "C", "H", "H", "H", "H", "H", "H", "H", "H", "C", "C", "C", "O", "C", "H", "H", "H", "H", "H", "H", "H", "H", "C", "C", "C", "O", "C", "H", "H", "H", "H", "H", "H", "H", "H", "C", "C", "O", "S", "O", "O", "O", "H", "H", "H", "H", "C", "C", "O", "S", "O", "O", "O", "H", "H", "H", "H", "C", "C", "O", "S", "O", "O", "O", "H", "H", "H", "H", "C", "C", "O", "S", "O", "O", "O", "H", "H", "H", "H", "C", "C", "O", "S", "O", "O", "O", "H", "H", "H", "H", "C", "C", "O", "S", "O", "O", "O", "H", "H", "H", "H"],
  "xyz": [[-11.53824, 10.71896, -7.92377], [-12.23762, 11.39118, -6.74141], [-11.89032, 12.84238, -7.06406], [-12.12316, 12.93711, -8.45860], [-11.87904, 11.66207, -9.07626], [-11.83655, 9.68094, -8.07223], [-10.46324, 10.73184, -7.72582], [-11.97640, 10.93321, -5.79094], [-13.32453, 11.33985, -6.85276], [-10.84056, 13.08057, -6.83195], [-12.50475, 13.57674, -6.54515], [-11.02585, 11.70120, -9.75650], [-12.78943, 11.39346, -9.61057], [-9.01642, 6.82171, -4.26130], [-10.12933, 7.54837, -5.00397], [-9.44265, 8.83624, -5.51332], [-8.07039, 8.75845, -5.13323], [-7.75663, 7.39374, -4.91216], [-9.02410, 5.73254, -4.29190], [-9.00026, 7.09092, -3.20319], [-10.97691, 7.86271, -4.39000], [-10.58193, 6.93396, -5.78407], [-9.86127, 9.71155, -5.01349], [-9.53150, 8.98367, -6.59520], [-6.86977, 7.30067, -4.28749], [-7.58171, 6.88126, -5.86350], [-10.08317, 13.87981, -3.54988], [-11.47340, 13.27019, -3.39126], [-11.12280, 11.83824, -3.03488], [-9.98685, 11.91584, -2.18492], [-9.22839, 13.06529, -2.53035], [-10.10835, 14.93264, -3.27004], [-9.70920, 13.78384, -4.56693], [-12.02991, 13.22965, -4.33117], [-12.12780, 13.75191, -2.66802], [-10.82119, 11.26786, -3.92820], [-11.89830, 11.23409, -2.56400], [-8.32606, 12.76816, -3.06463], [-9.00972, 13.69089, -1.66784], [-16.54078, 9.14855, -4.85704], [-15.61623, 8.60183, -5.94515], [-14.27226, 8.92965, -5.50852], [-14.27289, 9.65020, -4.10407], [-14.31938, 11.05037, -4.33848], [-13.33210, 9.13391, -3.19646], [-15.71447, 9.13394, -3.67538], [-17.34960, 8.47501, -4.58919], [-16.92541, 10.14192, -5.07527], [-15.72561, 9.11204, -6.90090], [-15.67490, 7.53207, -6.12594], [-3.97268, 8.38362, -4.93682], [-3.56009, 6.92960, -4.64460], [-2.28814, 6.74809, -5.29252], [-2.15785, 7.72375, -6.53697], [-2.78135, 7.17278, -7.68585], [-0.82629, 8.16455, -6.62685], [-3.03428, 8.88181, -5.90602], [-3.91517, 9.06254, -4.08777], [-4.98171, 8.42903, -5.34435], [-4.34289, 6.29165, -5.05215], [-3.37898, 6.62352, -3.61959], [-7.03782, 12.29539, -5.56862], [-6.19317, 11.33961, -4.73714], [-5.24980, 12.14982, -3.98722], [-5.46397, 13.71105, -4.23589], [-4.51468, 14.14958, -5.19130], [-5.58930, 14.40610, -3.01453], [-6.88094, 13.56397, -4.92378], [-8.09576, 12.05235, -5.49549], [-6.76728, 12.37040, -6.61993], [-5.58634, 10.62377, -5.27817], [-6.80986, 10.82506, -4.00281], [-11.01885, 7.71531, -0.72580], [-10.69688, 9.04270, -0.02875], [-9.44122, 8.85932, 0.61334], [-8.96385, 7.33091, 0.57072], [-8.71038, 6.89011, 1.88535], [-7.97762, 7.19328, -0.43282], [-10.33308, 6.71567, 0.06626], [-10.54269, 7.72238, -1.70400], [-12.07440, 7.47924, -0.72321], [-11.46598, 9.32710, 0.69053], [-10.64445, 9.83653, -0.77557], [-4.13345, 2.15309, -4.52693], [-4.30372, 2.82630, -5.88340], [-5.09614, 3.98560, -5.58873], [-6.09788, 3.71793, -4.37783], [-7.35228, 3.32834, -4.87524], [-6.03132, 4.79919, -3.47521], [-5.31230, 2.46816, -3.79014], [-3.26047, 2.54396, -4.00424], [-4.04239, 1.07595, -4.64314], [-4.83508, 2.18977, -6.59020], [-3.35100, 3.17872, -6.26658], [-5.45382, 5.54714, -9.16290], [-6.75985, 5.15180, -8.47419], [-7.35249, 6.39237, -8.14866], [-6.77372, 7.61657, -9.02068], [-5.97917, 8.44443, -8.19705], [-7.82385, 8.15432, -9.78395], [-5.83128, 6.70388, -9.92646], [-5.15275, 4.80247, -9.90000], [-4.58527, 5.70752, -8.52256], [-6.54142, 4.56797, -7.58414], [-7.27772, 4.54266, -9.21680]]
}

=====

Record 3
{
  "formula": "C21H26AlI2N2OSi2",
  "method": "wB97M-V/def2-TZVPD",
  "total_charge": 1,
  "e_above_lowest_ev": 0.427,
  "homo_ev": -11.026,
  "symbols": ["Al", "C", "Si", "C", "C", "C", "C", "C", "C", "C", "C", "N", "Si", "C", "C", "C", "H", "H", "H", "H", "H", "H", "H", "H", "H", "H", "H", "H", "H", "H", "H", "H", "H", "H", "H", "H", "H", "H", "I", "C", "C", "C", "I", "C", "C", "C", "C", "N", "C", "C", "O", "H", "H", "H", "H"],
  "xyz": [[0.55732, -0.38664, 0.07877], [-4.37416, 0.50117, 0.28941], [-2.56812, 0.19918, 0.80011], [-2.27920, -1.55126, 1.52285], [-2.08197, 1.43717, 2.15015], [-1.23091, 0.22383, -0.60172], [-1.22466, -1.00505, -1.37538], [-2.22054, -1.44313, -2.25194], [-2.07027, -2.63678, -2.91437], [-0.91717, -3.39841, -2.70038], [0.03427, -2.92528, -1.83050], [-0.11092, -1.76056, -1.18335], [-1.04814, 1.79221, -1.72413], [-0.40612, 3.24023, -0.68377], [0.39184, 1.23513, -2.85888], [-2.57823, 2.35134, -2.70465], [-4.99552, 0.43715, 1.17697], [-4.76965, -0.20762, -0.42898], [-4.50989, 1.49891, -0.11367], [-2.70122, -1.66851, 2.51509], [-1.19367, -1.71406, 1.61085], [-2.67710, -2.34794, 0.90114], [-2.66513, 1.27642, 3.05117], [-2.23008, 2.46731, 1.85092], [-1.03644, 1.31850, 2.41007], [-3.09411, -0.82909, -2.39153], [-2.83283, -2.98433, -3.59296], [-0.77980, -4.33727, -3.20964], [0.93987, -3.48228, -1.63826], [0.42679, 2.92087, -0.06815], [-1.16032, 3.65412, -0.02604], [-0.05533, 4.04732, -1.31897], [1.15495, 0.74551, -2.23274], [0.87572, 2.06553, -3.36114], [0.09114, 0.52129, -3.62028], [-3.38151, 2.66009, -2.04472], [-2.97409, 1.61261, -3.39208], [-2.30708, 3.22218, -3.29308], [1.49679, 3.38566, 3.02068], [2.68736, 1.69719, 2.68101], [3.91830, 1.51348, 3.32079], [4.66862, 0.39159, 3.07207], [6.51504, 0.18800, 4.07468], [4.22357, -0.61026, 2.16967], [4.88818, -1.80079, 1.82771], [4.31217, -2.67295, 0.93088], [3.07284, -2.37440, 0.36299], [2.40885, -1.26680, 0.65085], [2.97301, -0.40276, 1.53552], [2.21513, 0.75629, 1.79721], [1.06917, 0.85238, 1.15423], [4.26524, 2.26891, 4.01248], [5.84827, -2.03255, 2.26532], [4.81952, -3.58645, 0.66739], [2.62019, -3.05639, -0.33967]]
}

=====

Record 4
{
  "formula": "C40H49BN9O2S3Zr",
  "method": "wB97M-V/def2-TZVPD",
  "total_charge": 3,
  "e_above_lowest_ev": 0.903,
  "homo_ev": -15.379,
  "symbols": ["Zr", "C", "C", "C", "C", "N", "N", "B", "N", "N", "C", "C", "C", "C", "C", "S", "C", "C", "C", "C", "N", "N", "C", "C", "C", "C", "C", "S", "C", "C", "C", "C", "C", "S", "C", "C", "C", "C", "H", "H", "H", "H", "H", "H", "H", "H", "H", "H", "H", "H", "H", "H", "H", "H", "H", "H", "H", "H", "H", "H", "H", "H", "H", "H", "H", "H", "H", "H", "H", "H", "H", "H", "H", "H", "H", "H", "H", "O", "C", "C", "C", "C", "C", "C", "C", "O", "N", "N", "C", "C", "C", "C", "C", "C", "N", "H", "H", "H", "H", "H", "H", "H", "H", "H", "H"],
  "xyz": [[-2.60920, -1.40056, 0.97196], [0.95656, -4.47728, 1.36644], [0.91961, -3.25408, 0.52365], [1.62380, -3.12852, -0.64727], [1.56008, -1.91956, -1.38703], [0.77001, -0.95065, -1.01176], [0.07185, -1.02605, 0.13317], [-0.30146, 0.42141, 0.55637], [0.59840, 0.95042, 1.67870], [1.88357, 0.96979, 1.84305], [2.35324, 1.58911, 2.91266], [1.47863, 2.23862, 3.81976], [0.10178, 2.20570, 3.64854], [-0.89640, 2.84646, 4.53949], [-0.29483, 1.47935, 2.51951], [-1.82411, 1.06392, 1.76068], [3.83839, 1.54809, 3.11835], [4.39718, 2.97704, 3.14653], [4.50336, 0.76562, 1.98602], [4.10980, 0.84297, 4.45730], [-0.41012, 1.32060, -0.65003], [0.51488, 2.26112, -0.76568], [0.45451, 3.14326, -1.73308], [-0.57872, 3.06788, -2.69603], [-1.54483, 2.09066, -2.59878], [-2.65075, 1.96114, -3.57785], [-1.46654, 1.20450, -1.48641], [-2.71694, 0.06386, -1.16689], [1.52434, 4.21204, -1.72131], [1.45940, 4.90562, -0.34989], [1.34547, 5.24024, -2.83853], [2.88827, 3.51917, -1.87036], [0.14325, -2.12760, 0.93965], [-0.67044, -2.12185, 2.45068], [2.44464, -1.69678, -2.57972], [3.89471, -1.97696, -2.15092], [2.32850, -0.25462, -3.06969], [2.02954, -2.66974, -3.68926], [1.47366, -5.28282, 0.85308], [-0.05175, -4.80485, 1.62647], [1.47957, -4.28205, 2.30433], [2.23787, -3.94264, -0.99454], [1.89420, 2.76811, 4.66358], [-0.42894, 3.50870, 5.26119], [-1.44858, 2.08096, 5.08575], [-1.61636, 3.41634, 3.95213], [4.15131, 3.50668, 2.22954], [5.47772, 2.91481, 3.22384], [4.03256, 3.55092, 3.99315], [4.33086, 1.25081, 1.02954], [4.11529, -0.24870, 1.93908], [5.57209, 0.72339, 2.16795], [3.69734, 1.38994, 5.30045], [5.18249, 0.76531, 4.60528], [3.69341, -0.16211, 4.45032], [-0.61640, 3.78217, -3.50436], [-2.46273, 2.57231, -4.45632], [-3.59676, 2.27782, -3.13489], [-2.77693, 0.92160, -3.87639], [0.51165, 5.42291, -0.21840], [2.25838, 5.63663, -0.26913], [1.57636, 4.17472, 0.44744], [0.40272, 5.77520, -2.75077], [1.40683, 4.77779, -3.82059], [2.14363, 5.97523, -2.77924], [3.01751, 2.77197, -1.09114], [3.68560, 4.25267, -1.78586], [2.96945, 3.04268, -2.84387], [4.17923, -1.35119, -1.30776], [4.55657, -1.74825, -2.98163], [4.05176, -3.01804, -1.88349], [2.59511, 0.43841, -2.27607], [1.31524, -0.03742, -3.39756], [3.00549, -0.10477, -3.90500], [2.07147, -3.70198, -3.35462], [2.70141, -2.55768, -4.53465], [1.01601, -2.45528, -4.01539], [-0.90993, -3.43827, -2.39069], [-2.06161, -3.54729, -3.07531], [-2.01056, -3.78063, -4.44527], [-3.17690, -3.90167, -5.17324], [-4.42697, -3.79168, -4.55168], [-4.50322, -3.55541, -3.20395], [-3.32433, -3.40358, -2.43613], [-3.43027, -3.00037, -1.07032], [-2.36109, -2.84973, -0.28160], [-4.62781, -2.70738, -0.56987], [-4.53539, -2.17914, 0.64415], [-5.51954, -1.97296, 1.46495], [-5.10162, -1.48589, 2.76703], [-5.94767, -1.44001, 3.87832], [-5.42527, -1.09751, 5.11457], [-4.07047, -0.80018, 5.21217], [-3.29216, -0.83550, 4.06798], [-3.77816, -1.16632, 2.86426], [-1.11840, -3.42552, -1.43974], [-1.04716, -3.89430, -4.91598], [-3.12246, -4.09903, -6.23081], [-5.32605, -3.89333, -5.13722], [-5.45254, -3.48790, -2.69768], [-6.55284, -2.22129, 1.23060], [-6.99026, -1.69518, 3.77368], [-6.05696, -1.07371, 5.98911], [-3.63287, -0.54561, 6.16214], [-2.23130, -0.59521, 4.11706]]
}

=====

Record 5
{
  "formula": "C4H3FS2",
  "method": "wB97M-V/def2-TZVPD",
  "smiles": "C=C(F)C(=S)C=S",
  "e_above_lowest_ev": 1.677,
  "homo_ev": -8.963,
  "symbols": ["C", "C", "C", "C", "H", "H", "H", "F", "S", "S"],
  "xyz": [[-0.55831, -0.43743, -0.16253], [-1.81450, -0.24430, -0.52615], [0.49004, 0.56266, -0.04829], [1.79290, 0.13194, 0.52263], [-2.54551, -1.03704, -0.42994], [-2.23518, 0.77834, -0.74703], [1.69182, -0.10361, 1.62454], [-0.14336, -1.69933, 0.21050], [0.25189, 2.18563, -0.01145], [3.07021, -0.13686, -0.43227]]
}

=====

Record 6
{
  "formula": "C3H6FNO2",
  "method": "wB97M-V/def2-TZVPD",
  "e_above_lowest_ev": 7.027,
  "homo_ev": [-8.659, -7.357],
  "symbols": ["C", "C", "C", "N", "O", "O", "F", "H", "H", "H", "H", "H", "H"],
  "xyz": [[0.16637, 0.05765, -0.31522], [0.12385, -0.57695, 2.64663], [-0.75027, 0.73910, -2.51589], [-0.66165, 0.42421, 2.01380], [1.09157, -0.66937, -0.17465], [-0.68769, 0.65778, -1.00486], [-0.22114, 1.73929, 2.25168], [1.07937, -1.05282, 1.96271], [0.56228, -0.27803, 3.61101], [-0.67268, -1.33125, 2.86801], [-0.83853, 1.82848, -2.74359], [-1.75253, 0.52636, -2.77206], [0.13194, 0.22659, -3.07869]]
}